# 1
Entry from the OMol25 dataset: a molecular structure, C11H48O13 in a non-equilibrium geometry (ωB97M-V with the def2-TZVPD basis set).

- HOMO: -7.7 eV
- Electronic energy: -1424.87655 Ha

Atoms and positions in Å:
C1 0.9142 -1.9856 -2.3304
O1 1.9853 -2.7580 -2.7986
H1 0.6198 -2.3068 -1.3312
H2 1.1288 -0.9170 -2.3210
H3 0.0747 -2.1694 -3.0009
H4 1.8925 -3.7066 -2.6840
C2 -0.2033 2.0355 2.8095
O2 1.0036 2.0417 2.1505
H5 -1.0152 2.5787 2.3257
H6 -0.5916 1.0349 2.9994
H7 -0.1293 2.5876 3.7464
H8 1.0455 1.2602 1.5945
C3 3.6636 -0.7810 -1.6221
O3 3.5547 -1.8170 -2.6700
H9 4.5005 -0.1713 -1.9625
H10 2.7155 -0.2622 -1.4808
H11 4.0286 -1.2492 -0.7080
H12 2.6887 -2.2217 -2.5815
C4 0.6961 0.0558 0.1296
O4 0.6094 -0.1701 1.5446
H13 1.7536 0.1349 -0.1229
H14 0.3397 -0.8593 -0.3434
H15 0.1861 0.9220 -0.2920
H16 -0.3167 -0.1176 1.7919
C5 3.0943 -1.2627 1.0960
O5 1.7706 -1.8488 1.1424
H17 3.7801 -2.0725 0.8471
H18 3.1508 -0.4771 0.3425
H19 3.2070 -0.8349 2.0922
H20 1.1101 -1.1524 1.1217
C6 -2.8572 1.1175 -1.2377
O6 -1.5548 0.6573 -0.9036
H21 -3.1161 1.9940 -0.6436
H22 -2.8896 1.4285 -2.2819
H23 -3.6732 0.4095 -1.0928
H24 -1.4747 -0.2606 -1.1733
C7 -0.1509 -1.8462 3.7749
O7 0.2922 -2.8855 2.9068
H25 -0.1593 -0.9586 3.1424
H26 -1.1703 -2.0928 4.0719
H27 0.3985 -1.8049 4.7154
H28 1.2215 -2.6535 2.8417
C8 -2.1153 -1.8860 -1.7977
O8 -1.1075 -1.2836 -1.0231
H29 -2.6059 -2.7640 -1.3775
H30 -2.8237 -1.0597 -1.8580
H31 -1.7237 -2.2650 -2.7416
H32 -0.7872 -1.8188 -0.2933
C9 1.9699 0.9135 -3.2844
O9 1.5519 0.9690 -1.9355
H33 1.9577 1.9692 -3.5553
H34 2.9249 0.3971 -3.3812
H35 1.2964 0.3903 -3.9631
H36 0.6204 1.1818 -1.8419
C10 -0.8071 3.4298 -0.1434
O10 -1.9584 4.0313 0.4032
H37 0.0893 4.0498 -0.1315
H38 -0.5861 2.4650 0.3131
H39 -0.9124 3.4014 -1.2279
H40 -2.4029 3.3315 0.8872
C11 -3.1770 0.2050 3.0578
O11 -2.2178 -0.6963 2.5800
H41 -3.0061 1.1646 2.5698
H42 -4.1302 -0.1286 2.6475
H43 -3.1943 0.3736 4.1345
H44 -1.8739 -0.4086 1.7312
O12 -1.4936 0.5222 1.1439
H45 -1.5403 0.3658 0.2007
H46 -2.0837 1.2607 1.2942
O13 -0.2824 1.7369 -1.9172
H47 -0.7000 2.2699 -2.5937
H48 -1.0054 1.2670 -1.5015

---

# 2
Entry from the OMol25 dataset: a molecular structure, C11H52CdF6N2O22S2 in a non-equilibrium geometry (ωB97M-V with the def2-TZVPD basis set).

- HOMO (alpha / beta): -0.9 / -4.5 eV
- Electronic energy: -3778.24904 Ha
- 2S+1: 2
- Total charge: -1

Atoms and positions in Å:
Cd1 10.2984 8.1868 12.1432
C1 14.2071 8.8583 10.7023
F1 14.0785 9.5329 11.8865
F2 13.6974 9.6408 9.7612
F3 15.4561 8.5434 10.3337
S1 13.1012 7.1467 10.8273
O1 13.5669 6.1951 9.8331
O2 13.3764 6.6932 12.1991
N1 11.3813 7.5135 10.6964
S2 11.1348 7.5133 9.0830
O3 10.0550 8.4542 8.8888
O4 12.2274 7.8580 8.1590
C2 10.4973 5.6762 8.7305
F4 11.5265 4.8040 8.7487
F5 9.5429 5.2351 9.6426
F6 9.8914 5.6610 7.5491
C3 12.1574 12.3295 12.6062
C4 10.5659 12.4384 12.6969
C5 10.3306 13.9721 12.5659
C6 8.9332 14.4081 12.3776
C7 8.3286 13.6739 11.2565
C8 8.4796 12.1353 11.2463
N2 9.9155 11.7565 11.5722
O5 10.2752 10.3334 11.4216
C9 8.1350 11.8032 9.7754
C10 7.4378 11.5370 12.2625
C11 10.2091 12.0010 14.1201
H1 12.6191 12.7323 11.7047
H2 12.4386 11.2946 12.4110
H3 12.7116 12.6029 13.5041
H4 11.0309 14.3718 11.8324
H5 10.6334 14.4781 13.4826
H6 8.8804 15.4896 12.2525
H7 8.3233 14.2261 13.2625
H8 8.6394 14.0531 10.2830
H9 7.2886 13.9553 11.0910
H10 7.8045 10.7651 9.7424
H11 8.9847 11.8551 9.0945
H12 7.3266 12.4031 9.3576
H13 7.5705 11.8917 13.2846
H14 7.3832 10.4496 12.3152
H15 6.4466 11.8044 11.8962
H16 10.2983 10.9148 14.1386
H17 9.2279 12.3764 14.4107
H18 10.9755 12.2647 14.8490
O6 11.4889 2.5649 6.3102
H19 11.4952 2.0556 7.1206
H20 11.8758 3.4063 6.5525
O7 6.5447 4.6401 9.0304
H21 7.1680 4.2181 9.6217
H22 6.8658 5.5377 8.9441
O8 8.4138 7.5657 11.1002
H23 7.5170 7.4966 11.4275
H24 8.3148 7.7640 10.1689
O9 8.1286 9.3314 6.8265
H25 8.9533 9.4435 7.2993
H26 8.2319 8.5038 6.3568
O10 14.6618 9.5533 6.0976
H27 14.1754 8.8422 6.5147
H28 15.5198 9.5382 6.5218
O11 8.5578 2.4024 10.1666
H29 9.0867 2.6109 10.9367
H30 8.0325 1.6479 10.4332
O12 17.9440 9.6286 12.0640
H31 17.9134 8.7449 11.6974
H32 17.3967 9.5823 12.8480
O13 15.0580 12.2277 10.9140
H33 14.4190 11.5268 11.0435
H34 14.7332 12.9507 11.4508
O14 7.2198 7.2010 8.3330
H35 7.0700 8.1399 8.2222
H36 7.5646 6.9117 7.4882
O15 11.1118 10.3556 6.7792
H37 11.3355 10.2544 5.8540
H38 11.5390 9.6162 7.2116
O16 11.8962 4.3321 12.0713
H39 11.8368 3.5529 12.6240
H40 12.3363 4.0298 11.2768
O17 16.1180 9.0793 13.9968
H41 15.7636 9.6551 14.6744
H42 15.5197 8.3324 13.9796
O18 14.0188 3.3770 8.6881
H43 14.5123 3.0427 7.9391
H44 13.9743 4.3222 8.5437
O19 9.9719 6.2230 12.8058
H45 10.5044 5.4848 12.5095
H46 9.0940 5.8573 12.9145
O20 11.5122 12.3735 9.2377
H47 11.8460 11.4954 9.0542
H48 10.8140 12.2359 9.8778
O21 11.7265 8.4139 13.5380
H49 12.4597 7.7985 13.5422
H50 11.8419 8.9301 14.3358
O22 16.9807 9.5101 7.8154
H51 17.7960 9.0262 7.6833
H52 17.1515 10.0648 8.5766

---

# 3
Entry from the OMol25 dataset: a molecular structure, C11H5HgN2O5 in a non-equilibrium geometry (ωB97M-V with the def2-TZVPD basis set).

- HOMO (alpha / beta): -10.9 / -11.2 eV
- Electronic energy: -1060.84051 Ha
- Total charge: +1

Atoms and positions in Å:
O1 2.5679 -3.4798 -2.6136
C1 2.0420 -2.5675 -2.1181
Hg1 2.5064 -1.0150 -0.7983
C2 1.4401 0.9140 -0.5444
O2 1.4863 1.8143 -1.3737
C3 -0.6523 -2.7591 -3.4902
O3 -1.0592 -1.7836 -2.9667
C4 -0.2297 -2.4240 0.5313
O4 -1.0503 -2.5455 1.2898
C5 1.7954 0.6374 -3.4553
O5 1.4644 1.4349 -4.1876
H1 0.2158 -3.2799 -3.4922
N1 -3.2507 1.5568 4.3993
C6 -2.4273 1.4531 3.5632
C7 -1.4573 1.3403 2.5325
C8 -1.5050 2.1428 1.4005
C9 -0.5419 1.9907 0.4033
N2 0.4434 1.0530 0.5572
C10 0.5075 0.2937 1.6861
C11 -0.4350 0.4085 2.6518
H2 -2.2792 2.8687 1.2744
H3 -0.5756 2.5887 -0.4792
H4 1.3579 -0.3912 1.7063
H5 -0.3636 -0.2516 3.5238

---

# 4
Entry from the OMol25 dataset: a molecular structure, C11H6BrCl2N3Tl (ωB97M-V with the def2-TZVPD basis set).

- HOMO: -4.9 eV
- Electronic energy: -4253.94252 Ha
- Total charge: -1

Atoms and positions in Å:
Tl1 0.4210 -0.3479 0.8450
Cl1 -1.7750 -2.5604 6.5005
C1 -0.1378 -2.8412 5.8786
Cl2 0.0770 -2.2569 4.2299
H1 0.0450 -3.9076 5.8905
H2 0.5575 -2.3129 6.5177
Br1 -5.0506 0.4898 -3.5310
C2 -3.5138 0.2702 -2.4180
C3 -2.2769 0.6851 -2.8814
C4 -1.1676 0.5221 -2.0560
C5 -1.2519 -0.0426 -0.7810
C6 -2.5262 -0.4419 -0.3708
C7 -3.6618 -0.2974 -1.1663
H3 -2.1812 1.1269 -3.8647
H4 -0.2049 0.8530 -2.4360
H5 -2.6637 -0.8915 0.6124
H6 -4.6360 -0.6179 -0.8195
N1 2.1380 0.6658 -0.6203
C8 3.1040 1.1794 -1.0027
C9 4.2716 1.7967 -1.4586
C10 5.4808 1.5987 -0.7396
N2 6.4620 1.4353 -0.1517
C11 4.2522 2.6136 -2.6171
N3 4.2384 3.2814 -3.5599